1.
ORCA calculation (ωB97M-V/def2-TZVPD) on a 14-piece molecular cluster, C21H70O14 overall at a distorted geometry.

```
! wB97M-V def2-TZVPD RIJCOSX def2/J DEFGRID3
* xyz 0 1
C -0.473 2.474 4.784
O 0.404 2.947 3.772
H -0.853 3.291 5.363
H -1.357 2.021 4.298
H 0.090 1.711 5.360
H -0.119 3.116 2.957
C 2.376 2.895 -2.808
O 2.333 3.371 -4.144
H 1.746 2.021 -2.702
H 3.407 2.693 -2.419
H 1.935 3.701 -2.221
H 3.120 3.107 -4.617
C -2.408 -2.905 -1.844
O -1.400 -1.982 -2.229
H -2.393 -3.149 -0.758
H -3.350 -2.460 -1.982
H -2.375 -3.893 -2.361
H -0.494 -2.325 -1.987
C 1.354 -2.917 2.046
O 0.340 -3.454 1.158
H 1.130 -2.004 2.528
H 1.485 -3.604 2.861
H 2.234 -2.798 1.519
H -0.433 -3.470 1.687
C 3.832 2.255 3.956
O 2.837 1.741 3.066
H 3.350 2.240 4.966
H 4.678 1.626 3.909
H 4.091 3.271 3.704
H 1.988 2.239 3.201
C -1.675 -7.293 0.909
O -1.402 -5.937 1.225
H -2.769 -7.463 1.079
H -1.458 -7.595 -0.137
H -1.156 -8.012 1.571
H -0.533 -5.646 1.085
C -3.759 0.951 0.300
O -2.725 1.738 -0.304
H -4.636 1.564 0.497
H -4.051 0.163 -0.423
H -3.467 0.512 1.212
H -1.913 1.228 -0.128
C -2.158 0.991 -3.339
C -3.699 1.114 -3.241
O -4.012 2.395 -2.669
H -1.825 1.461 -4.234
H -1.772 0.018 -3.390
H -1.846 1.413 -2.408
H -4.033 0.341 -2.577
H -4.205 1.015 -4.195
H -3.331 2.494 -1.991
C 3.572 4.383 0.926
C 4.557 3.252 0.762
O 4.052 1.921 0.517
H 2.860 4.166 1.744
H 2.931 4.480 0.062
H 4.078 5.346 1.183
H 5.200 3.248 1.624
H 5.193 3.426 -0.079
H 3.507 1.681 1.296
C 0.633 -5.030 -2.761
C 1.611 -4.027 -2.145
O 0.974 -2.978 -1.413
H -0.028 -4.418 -3.419
H -0.067 -5.401 -2.018
H 1.254 -5.825 -3.259
H 2.148 -3.542 -2.968
H 2.448 -4.491 -1.539
H 0.682 -3.213 -0.506
C 1.447 -0.362 -5.318
C 2.218 -1.280 -4.399
O 1.894 -0.774 -3.092
H 1.444 -0.598 -6.395
H 1.916 0.632 -5.314
H 0.400 -0.235 -5.067
H 3.283 -1.270 -4.640
H 1.835 -2.320 -4.397
H 1.386 -1.410 -2.576
C -0.500 5.700 1.760
C -1.803 4.909 1.380
O -1.820 3.621 1.970
H -0.609 6.768 1.524
H 0.385 5.302 1.199
H -0.350 5.486 2.736
H -1.985 4.795 0.259
H -2.657 5.440 1.768
H -2.196 3.003 1.295
C -2.861 -1.712 3.848
C -3.001 -3.071 3.206
O -1.686 -3.574 3.116
H -2.594 -1.774 4.908
H -3.822 -1.106 3.814
H -2.131 -1.057 3.313
H -3.431 -3.023 2.226
H -3.648 -3.777 3.692
H -1.724 -4.526 2.851
C 0.809 1.550 0.169
C 0.608 0.236 -0.458
O -0.702 -0.258 -0.033
H -0.014 2.211 -0.084
H 1.780 1.888 -0.167
H 0.887 1.459 1.287
H 1.390 -0.454 -0.118
H 0.674 0.285 -1.531
H -1.078 -0.893 -0.642
*
```

## Properties
* relative energy (zero: lowest compared OMol25 entry of this formula, charge and spin): 143.56 kcal/mol
* M: 546.78 g mol⁻¹
* maximum force: 4.3 eV/A
* highest occupied orbital energy: -0.34364 Ha

Mulliken atomic charge list, values in e, 2 entries:
1 C -0.642
2 O -0.506



2.
ORCA calculation (ωB97M-V/def2-TZVPD) on a 33-piece molecular cluster, C21H87N3O35S overall at a distorted geometry.

```
! wB97M-V def2-TZVPD RIJCOSX def2/J DEFGRID3
* xyz 0 1
C -3.133 0.456 3.437
C -2.560 -0.651 2.616
C -1.658 -0.463 1.641
C -1.107 0.878 1.283
C -0.430 1.023 -0.086
C 1.099 0.850 0.011
C 1.863 2.186 -0.113
C 3.120 2.095 -0.997
C 4.376 1.591 -0.228
C 5.375 2.719 0.070
S 7.052 2.463 -0.582
C 7.652 1.201 0.425
N 7.322 0.798 1.624
N 8.143 -0.305 1.902
C 8.903 -0.451 0.863
O 8.645 0.450 -0.121
C -1.218 -1.690 0.931
O -0.094 -1.908 0.585
C -2.296 -2.704 0.705
C -2.342 -3.438 -0.572
C -2.874 -2.833 -1.712
C -2.926 -3.537 -2.911
N -2.497 -4.803 -3.040
C -2.002 -5.382 -1.938
C -1.888 -4.749 -0.698
C -3.185 -2.876 1.681
C -3.008 -2.030 2.879
O -3.165 -2.443 4.002
H -4.007 0.116 3.980
H -2.400 0.905 4.101
H -3.474 1.235 2.767
H -1.891 1.621 1.414
H -0.346 1.104 2.032
H -0.806 0.305 -0.810
H -0.635 2.026 -0.444
H 1.372 0.356 0.933
H 1.433 0.208 -0.802
H 2.168 2.467 0.886
H 1.207 2.964 -0.492
H 2.967 1.386 -1.809
H 3.325 3.067 -1.446
H 4.050 1.158 0.709
H 4.843 0.822 -0.824
H 5.484 2.837 1.140
H 5.077 3.659 -0.380
H 9.679 -1.183 0.752
H -3.233 -1.815 -1.670
H -3.346 -3.057 -3.782
H -1.674 -6.407 -2.037
H -1.470 -5.269 0.147
H -4.010 -3.568 1.616
O 8.025 2.982 -4.245
H 7.786 2.828 -3.325
H 8.603 2.245 -4.475
O -3.926 3.424 1.717
H -4.095 4.334 1.977
H -4.470 3.309 0.933
O -1.071 3.288 -2.211
H -0.686 3.504 -3.066
H -1.999 3.529 -2.306
O -6.548 4.314 2.356
H -7.354 4.636 1.937
H -6.851 3.559 2.870
O 1.665 1.618 3.004
H 2.140 0.818 3.252
H 1.555 2.088 3.841
O 4.594 -0.230 -2.812
H 5.291 -0.800 -3.157
H 3.966 -0.140 -3.535
O -8.439 6.150 3.782
H -8.610 6.072 4.727
H -7.479 6.203 3.715
O 3.692 -0.185 -5.937
H 4.383 -0.750 -6.304
H 3.055 -0.093 -6.655
O 3.952 3.612 3.646
H 4.584 2.951 3.339
H 3.294 3.649 2.939
O -0.359 -5.903 -5.535
H 0.425 -6.213 -5.069
H -0.889 -5.484 -4.845
O 0.512 4.360 1.879
H -0.272 4.673 1.418
H 0.232 3.538 2.298
O -5.793 -5.333 -3.550
H -5.940 -5.377 -2.596
H -4.839 -5.222 -3.631
O 6.013 0.690 -7.538
H 5.638 1.122 -6.761
H 6.504 1.391 -7.981
O -6.675 -4.780 -0.288
H -7.498 -4.504 -0.708
H -6.927 -5.535 0.254
O -9.988 4.437 5.795
H -10.381 3.610 6.088
H -10.503 4.691 5.022
O 0.801 1.080 5.792
H 0.536 1.196 6.710
H 1.072 0.158 5.741
O -4.781 -2.553 6.426
H -4.439 -2.429 5.531
H -5.715 -2.333 6.379
O 8.052 1.779 4.839
H 7.328 2.372 5.089
H 7.888 1.497 3.931
O -3.365 2.204 -3.316
H -2.703 1.585 -3.640
H -4.022 2.267 -4.017
O 4.370 0.459 3.243
H 4.207 0.379 4.190
H 5.334 0.548 3.183
O 11.194 2.428 -5.025
H 11.658 2.573 -4.194
H 10.896 3.305 -5.288
O -0.424 -8.180 -3.848
H -0.784 -9.021 -3.553
H -0.919 -7.950 -4.645
O -8.571 -6.926 -3.625
H -8.251 -7.658 -3.084
H -7.814 -6.333 -3.693
O 7.487 -1.241 -2.652
H 7.858 -0.652 -1.985
H 7.677 -0.801 -3.487
O 6.571 5.979 0.103
H 6.235 5.925 1.004
H 6.916 5.099 -0.082
O 5.155 3.996 6.265
H 5.030 4.918 6.505
H 4.584 3.863 5.499
O -9.093 -8.883 -1.176
H -9.913 -8.606 -1.604
H -9.353 -9.640 -0.642
O -1.894 -0.987 7.564
H -2.207 -1.807 7.959
H -2.494 -0.856 6.822
O 3.484 2.643 -8.144
H 4.019 1.858 -7.983
H 3.324 3.016 -7.268
O 2.918 2.809 -4.655
H 2.645 2.808 -3.731
H 3.258 1.920 -4.804
O -11.311 -7.887 0.570
H -11.465 -7.935 1.519
H -10.356 -7.786 0.478
O -8.801 2.641 1.310
H -8.164 1.996 0.988
H -9.455 2.704 0.607
*
```

## Properties
* M: 973.98 g mol⁻¹
* maximum force: 1.4 eV/A
* highest occupied orbital energy: -0.35079 Ha

Mulliken atomic charge list, values in e, 2 entries:
1 C -1.344
2 C 1.336



3.
ORCA calculation (ωB97M-V/def2-TZVPD) on C21H9BrCl4N3O3Rh as an isolated structure at a distorted geometry.

```
! wB97M-V def2-TZVPD RIJCOSX def2/J DEFGRID3
* xyz 0 1
Rh -0.658 -2.223 0.219
Cl -1.823 -6.675 -4.732
C -1.334 -5.941 -3.265
C -0.729 -6.753 -2.246
Cl -0.513 -8.427 -2.536
C -0.332 -6.206 -1.058
Cl 0.388 -7.129 0.189
C -0.518 -4.809 -0.821
O -0.186 -4.242 0.259
C -1.130 -3.997 -1.854
O -1.297 -2.750 -1.602
C -1.528 -4.596 -3.072
Cl -2.255 -3.594 -4.259
Br 4.092 3.339 -2.335
C 2.892 3.711 -0.921
C 1.892 4.651 -1.105
C 1.021 4.921 -0.062
C 1.121 4.222 1.133
C 2.150 3.305 1.320
C 3.041 3.051 0.290
N 0.199 4.604 2.170
N -0.412 3.775 2.855
C -0.329 2.365 2.586
C 0.122 1.549 3.591
C 0.261 0.160 3.427
C -0.103 -0.432 2.238
O -0.018 -1.732 1.993
C -0.644 0.405 1.223
N -1.052 -0.254 0.098
C -1.621 0.411 -0.881
C -1.836 1.797 -0.797
C -1.429 2.482 0.314
C -0.791 1.792 1.372
H 1.805 5.176 -2.046
H 0.252 5.675 -0.168
H 2.262 2.791 2.264
H 3.844 2.341 0.426
H 0.406 2.006 4.531
H 0.646 -0.455 4.229
H -1.918 -0.166 -1.748
H -2.325 2.304 -1.616
H -1.613 3.544 0.397
*
```

## Properties
* relative energy (zero: lowest compared OMol25 entry of this formula, charge and spin): 2.13 kcal/mol
* M: 675.94 g mol⁻¹
* maximum force: 1.4 eV/A
* highest occupied orbital energy (alpha / beta): -0.28705 / -0.28665 Ha

Mulliken atomic charge list, values in e, 2 entries:
1 Rh 1.012
2 Cl -0.177



4.
ORCA calculation (ωB97M-V/def2-TZVPD) on C22H13Cl2F12NO4Tc as an isolated structure.

```
! wB97M-V def2-TZVPD RIJCOSX def2/J DEFGRID3
* xyz 3 1
Tc -0.225 -0.233 1.129
C -4.838 -0.793 -4.300
C -3.743 -0.994 -3.342
C -2.748 -1.970 -3.557
C -1.739 -2.108 -2.661
C -1.699 -1.320 -1.438
N -0.840 -1.609 -0.488
C -0.126 -2.798 -0.502
C -0.806 -4.006 -0.766
C -0.128 -5.201 -0.812
C 1.254 -5.230 -0.624
C 2.022 -6.505 -0.676
C 1.925 -4.020 -0.343
C 1.270 -2.813 -0.237
C 2.063 -1.545 0.109
O 1.274 -0.358 0.052
C 3.225 -1.273 -0.895
F 4.164 -2.207 -0.778
F 2.723 -1.302 -2.127
F 3.758 -0.088 -0.663
C 2.524 -1.651 1.576
F 3.157 -2.746 1.894
F 1.301 -1.661 2.288
F 3.183 -0.596 1.993
C -2.622 -0.190 -1.319
C -3.622 -0.096 -2.226
C -2.459 0.833 -0.197
O -1.099 1.062 0.106
C -3.172 0.340 1.083
F -4.355 -0.165 0.899
F -3.165 1.204 2.064
F -2.346 -0.751 1.539
C -3.010 2.249 -0.590
F -4.346 2.230 -0.591
F -2.596 3.143 0.287
F -2.570 2.576 -1.796
H -4.990 -1.646 -4.956
H -4.572 0.072 -4.930
H -5.764 -0.508 -3.797
H -2.766 -2.561 -4.464
H -0.903 -2.760 -2.872
H -1.887 -3.983 -0.851
H -0.670 -6.122 -0.986
H 1.464 -7.294 -1.173
H 2.242 -6.839 0.343
H 2.979 -6.366 -1.179
H 2.997 -4.064 -0.216
H -4.362 0.689 -2.158
Cl -0.280 -0.071 5.753
C 0.681 1.354 5.499
Cl 2.320 1.106 4.935
C 0.048 2.267 4.505
O -0.379 3.098 3.905
O -0.253 0.458 2.621
H 0.687 1.965 6.412
*
```

## Properties
* relative energy (zero: lowest compared OMol25 entry of this formula, charge and spin): 0.00 kcal/mol
* M: 752.23 g mol⁻¹
* maximum force: 0.5 eV/A
* highest occupied orbital energy (alpha / beta): -0.65603 / -0.65607 Ha

Mulliken atomic charge list, values in e, 2 entries:
1 Tc 0.881
2 C -1.577